Molecular formula: C5H39NO14
Method: DFT, ωB97M-V with the def2-TZVPD basis set

The calculation puts the frontier orbital gap at 9.2 eV. As for the relative energy (zero: lowest compared OMol25 entry of this formula, charge and spin): 104.78 kcal/mol. As for the max |F|: 3.78 eV/Å.

The geometry in XYZ format:
```
59
Properties=species:S:1:pos:R:3:forces:R:3:mulliken_charge:R:1
H 0.2750 3.2482 -2.5022 0.025 0.171 0.076 0.291
H -1.7271 -2.7981 1.3492 -0.202 -0.001 0.125 0.293
H 2.2317 1.4939 -1.0467 0.568 -0.279 -0.130 0.265
H -1.9846 3.0094 -0.5818 0.571 0.416 0.197 0.334
C 0.9106 1.2308 1.3754 -0.848 1.548 -0.106 -0.405
H -2.2057 -3.0752 -3.0817 -0.031 0.233 0.022 0.237
H 1.5138 0.3651 1.6690 0.803 0.499 -0.011 -0.705
O -2.5065 1.7430 -2.5516 0.680 1.909 0.479 -0.775
O -0.0803 -4.0344 -0.3828 0.071 -0.276 -0.837 -0.636
H 0.2759 -4.9027 -0.6018 0.165 -0.066 0.465 0.280
C -0.7048 0.2337 -0.0908 -0.976 1.678 0.584 -1.178
O -1.0113 -0.1191 -3.4666 -0.153 0.798 0.196 -0.660
H -3.5736 -1.6050 0.0830 -0.261 -0.007 -0.350 0.302
H -2.4915 4.4447 -0.2071 0.329 -0.063 -0.333 0.300
H -1.2538 0.1297 -4.3646 0.052 -0.129 -0.081 0.244
O -1.5882 2.8261 1.8311 0.094 0.297 0.262 -0.586
H -1.5499 0.8483 0.3227 0.465 -0.557 -0.416 0.185
H 0.0432 -3.5923 -1.2396 -0.212 0.383 0.241 0.307
H -4.6445 -2.7722 0.0433 0.300 0.405 -0.113 0.299
H -2.3682 3.1368 1.3565 -0.220 -0.345 0.146 0.329
H 1.7961 -2.8764 3.1379 -0.287 0.013 0.031 0.303
O -1.4194 -2.6101 -2.7827 -0.221 0.240 -0.001 -0.623
O 1.8892 -1.9413 2.9334 0.074 0.018 0.632 -0.574
C 1.3977 2.7020 1.7024 1.770 -3.325 0.278 -0.618
O 3.4109 -1.5800 0.8952 0.475 -0.166 -1.166 -0.631
O -0.3419 3.2052 -1.7618 0.578 -0.205 -0.299 -0.836
O 2.8442 -3.7569 -1.2576 0.232 -0.780 -0.154 -0.648
H -0.2809 -2.8102 0.9907 -0.193 -0.196 0.237 0.331
H -1.4951 0.5529 -2.9178 -0.041 -0.747 -0.505 0.267
H 0.5415 3.3610 1.7479 0.049 0.093 -0.300 0.165
H 2.9999 -0.7945 1.2576 0.355 0.130 0.323 0.212
H -1.7834 1.9653 2.2109 -0.269 0.065 0.049 0.304
H -1.6496 2.2751 -2.5316 -0.813 -0.563 -0.141 0.408
O 1.0302 2.7700 4.1042 0.077 -0.359 -0.112 -0.533
H 0.4427 3.4331 3.7267 -0.055 -0.027 0.206 0.351
O -3.8944 -2.3958 0.5197 0.056 -0.391 0.484 -0.611
H 0.0964 1.1342 2.0939 -0.435 -0.358 -0.464 0.409
H 0.0760 2.5684 -1.1244 -0.064 -0.136 0.310 0.374
H 2.0335 -0.2693 -0.5989 0.532 -0.284 -0.001 0.485
C 1.5730 0.6366 -0.9560 -1.921 1.037 1.101 -1.554
H -1.5080 -1.6351 -2.9676 -0.197 -0.984 -0.179 0.400
H 0.4667 -1.1879 -2.1019 -0.132 0.044 0.191 0.007
H -0.9430 0.0752 -1.1286 -0.100 -0.456 -0.180 -0.219
H 2.4345 1.5049 3.2885 -0.267 0.428 -0.156 0.263
H -0.7053 -0.6558 0.5225 0.423 -0.539 -0.115 0.616
H 0.5160 -2.1436 -3.2408 0.047 -0.216 0.020 0.274
H 2.8410 3.2466 3.2613 0.005 -0.273 -0.061 0.280
H 3.6810 -2.1320 1.6327 -0.067 0.329 0.355 0.391
H 1.7195 -1.8695 1.9908 -0.359 -0.376 0.028 0.267
O -0.8873 -2.4340 1.6543 0.138 -0.010 -0.148 -0.611
H 1.0828 0.4332 -1.9122 0.416 0.370 0.089 0.860
C 2.0305 2.5155 3.1080 0.008 1.551 0.078 -0.472
H 2.4223 -3.0236 -1.7240 0.080 0.301 0.439 0.347
H 3.2550 -3.4517 -0.4409 -0.328 0.487 -0.416 0.299
H -3.0007 2.3906 -1.9994 -0.363 -0.784 -0.460 0.388
H 2.1339 2.9687 0.9311 -0.143 0.378 0.356 0.330
O -2.7548 3.5779 -0.5315 -1.153 0.052 0.297 -0.829
N 0.4746 1.0979 -0.0096 0.210 -0.529 -0.798 2.216
O 1.0641 -1.7986 -2.5270 0.661 -0.446 -0.262 -0.509
```
Positions in Å, forces in eV/Å.